(1)
The following is a quantum chemistry calculation of a structure of composition C8H27AsF6O5, from OMol25.

- frontier orbital gap (eV) = 8.187
- ΔE to the lowest compared entry with this formula, charge and spin (eV) = 5.6612
- total energy (eV) = -96112.62971

ORCA input file:
```
! wB97M-V def2-TZVPD RIJCOSX def2/J DEFGRID3
* xyz 0 1
O 17.59506 -5.08873 -16.99039
H 17.58427 -5.60318 -16.17995
H 18.52007 -4.98113 -17.22360
H 17.11192 -5.45811 -17.73315
As 17.96710 1.76723 -17.76773
F 18.76890 1.08236 -16.30906
F 18.23074 3.44191 -17.13964
F 17.11928 2.39487 -19.24734
F 17.67146 0.09730 -18.35692
F 16.36140 1.64466 -16.94263
F 19.53953 1.85985 -18.68908
C 15.63208 -5.00390 -22.99064
C 14.88682 -4.71933 -21.72548
C 13.44841 -4.55987 -21.98584
O 15.19878 -5.81588 -20.91055
H 16.63959 -5.40283 -22.87283
H 15.61434 -4.06018 -23.53577
H 15.12646 -5.78196 -23.56254
H 15.25862 -3.83059 -21.21555
H 13.04397 -4.01906 -21.13025
H 13.01192 -5.55334 -22.08896
H 13.24392 -4.03713 -22.92020
H 15.12407 -6.68119 -21.31951
C 22.04955 -3.85961 -16.43936
C 22.25758 -5.31254 -16.96347
C 22.13550 -6.41050 -15.97076
O 21.34754 -5.54078 -18.00354
H 21.68276 -3.23546 -17.25423
H 22.96121 -3.35551 -16.11863
H 21.27091 -3.81978 -15.67762
H 23.31202 -5.26960 -17.23626
H 21.90093 -7.39740 -16.36963
H 21.34040 -6.23037 -15.24725
H 23.10832 -6.51263 -15.48983
H 21.54577 -5.12575 -18.84618
C 13.89457 -8.92425 -16.26003
O 15.26768 -9.00011 -16.50463
H 13.47177 -8.14606 -16.89543
H 13.33825 -9.85051 -16.40370
H 13.72144 -8.59790 -15.23455
H 15.42584 -9.78633 -17.03233
C 16.67078 -6.35078 -11.77808
O 17.33924 -5.39375 -12.53572
H 17.11396 -6.58055 -10.80911
H 15.64955 -6.00240 -11.62367
H 16.65620 -7.27992 -12.34781
H 17.29729 -4.55147 -12.07701
*
```


(2)
The following is a quantum chemistry calculation of a structure of composition C8H27Hg2O8, from OMol25.

- frontier orbital gap (eV) = 2.890
- total energy (eV) = -33426.85352

ORCA input file:
```
! wB97M-V def2-TZVPD RIJCOSX def2/J DEFGRID3
* xyz 3 1
Hg 0.30281 -0.37659 -4.62747
Hg -0.07227 -3.61165 -1.49972
C 1.18054 0.49079 -0.27710
C 0.74999 -0.65938 -1.13027
O 0.52008 -1.75768 -0.55072
O 0.73373 -0.46541 -2.39473
H 0.50375 0.60485 0.57230
H 1.15223 1.44504 -0.79922
H 2.20478 0.34474 0.06865
C -0.40140 2.45376 3.03464
O -1.48458 1.49321 2.92428
H -0.52038 3.11673 2.17626
H -0.44387 3.02952 3.95454
H 0.57038 1.96721 2.91814
H -1.55655 1.18722 3.83792
C -0.94984 3.64674 -1.16947
O -1.87883 2.71164 -1.69065
H -1.45604 4.55209 -0.80959
H -0.43174 3.18688 -0.32432
H -0.27482 3.95957 -1.96662
H -2.11470 2.13077 -0.91728
C -0.23789 -1.95687 2.69336
O -0.80492 -2.93996 3.52021
H -0.85898 -1.73022 1.81276
H 0.03131 -1.00600 3.17043
H 0.71909 -2.34047 2.31972
H -1.69218 -2.61359 3.72518
C 1.87132 -4.75150 0.72968
O 0.76727 -5.19210 -0.08996
H 1.51581 -4.72019 1.76975
H 2.64846 -5.51143 0.81741
H 2.26272 -3.74685 0.59918
H 0.54262 -6.10324 0.15970
C -4.09833 1.54250 0.46352
O -2.69599 1.14932 0.35217
H -4.14751 2.54430 0.88271
H -4.45735 1.49700 -0.56173
H -4.64814 0.81694 1.05876
H -2.29854 1.25972 1.23656
C 3.38792 0.58583 -4.03105
O 2.26841 0.83438 -4.90864
H 3.39173 1.26034 -3.17674
H 3.38172 -0.41994 -3.61132
H 4.29368 0.66425 -4.62985
H 2.52452 1.42771 -5.63142
*
```


(3)
The following is a quantum chemistry calculation of a structure of composition C8H27N9O5Pb, from OMol25.

- frontier orbital gap (eV) = 9.866
- ΔE to the lowest compared entry with this formula, charge and spin (eV) = 0.0668
- total energy (eV) = -37622.60895

ORCA input file:
```
! wB97M-V def2-TZVPD RIJCOSX def2/J DEFGRID3
* xyz 2 1
Pb 15.43824 -0.92397 -18.91419
C 12.42462 -0.74406 -21.03204
O 13.30607 -0.64338 -20.15907
N 11.58901 -1.80415 -21.09024
N 12.25897 0.22500 -21.96363
H 11.72486 -2.54398 -20.42816
H 10.83308 -1.76900 -21.75063
H 11.53784 0.15818 -22.66109
H 12.88798 1.00412 -21.99576
C 15.50300 -3.66453 -16.34009
O 15.35326 -2.91970 -17.31204
N 16.72284 -4.15136 -15.98753
N 14.47696 -4.03536 -15.52379
H 16.84507 -4.69994 -15.15575
H 17.48384 -4.01064 -16.62583
H 14.58409 -4.87449 -14.98130
H 13.56613 -3.63465 -15.63706
C 12.47862 0.26357 -17.37536
O 13.60649 -0.27851 -17.35879
N 11.37625 -0.47530 -17.09370
N 12.30849 1.57435 -17.64747
H 10.45160 -0.09387 -16.99324
H 11.54292 -1.37350 -16.67634
H 11.41744 2.01750 -17.51749
H 13.13873 2.08726 -17.87534
C 16.37676 0.27893 -15.52758
O 16.44752 -0.28631 -16.63243
N 16.14103 1.60934 -15.41693
N 16.54060 -0.42806 -14.38398
H 16.10184 2.06305 -14.52290
H 15.96950 2.10115 -16.27220
H 16.53909 -1.42923 -14.45550
H 16.61132 0.00550 -13.48110
C 18.23260 -0.19568 -22.74089
C 17.59313 -0.49318 -21.39276
C 18.55876 -0.25451 -20.24446
O 18.05225 -0.84549 -19.06048
C 19.03100 -0.88309 -18.00655
N 16.34868 0.33201 -21.17674
H 19.19532 -0.70974 -22.81114
H 18.37957 0.86667 -22.92571
H 17.63691 -0.62030 -23.55101
H 17.31432 -1.55048 -21.34051
H 18.68884 0.82718 -20.08606
H 19.54310 -0.62965 -20.53702
H 19.02311 0.05715 -17.45813
H 20.02330 -1.03927 -18.43241
H 18.79843 -1.71820 -17.35523
H 15.90491 0.36129 -22.09353
H 16.65480 1.29398 -21.03532
*
```


(4)
The following is a quantum chemistry calculation of a cluster of 5 separate species, C8H27NO5 in total, from OMol25.

- frontier orbital gap (eV) = 10.130
- structure (SMILES) = COC[C@H](C)N.CO.CO.CO.CO
- ΔE to the lowest compared entry with this formula, charge and spin (eV) = 3.0610
- total energy (eV) = -20457.61595

ORCA input file:
```
! wB97M-V def2-TZVPD RIJCOSX def2/J DEFGRID3
* xyz 0 1
C 3.64091 -4.22203 -2.43634
O 2.33434 -3.97642 -1.88627
C 2.40806 -3.79940 -0.43946
C 1.11434 -3.16914 0.13301
C 0.78596 -1.90071 -0.64690
N 1.11681 -2.88739 1.53194
H 4.10237 -3.25763 -2.22399
H 3.63143 -4.27160 -3.52517
H 4.21263 -5.04454 -2.00657
H 2.71287 -4.72351 0.05168
H 3.18601 -3.12771 -0.07652
H 0.36985 -3.93799 -0.07360
H -0.17495 -1.49563 -0.32960
H 0.87889 -2.02039 -1.72631
H 1.44872 -1.09869 -0.32192
H 0.98588 -3.79383 1.95777
H 0.24472 -2.46759 1.82056
C -0.66389 2.58054 -1.92772
O 0.14016 1.45460 -1.77635
H -1.40153 2.42794 -2.71557
H -1.13701 2.57493 -0.94577
H 0.00756 3.42230 -2.09711
H 0.46721 1.18873 -2.63888
C -3.68836 5.30175 0.07666
O -4.05819 4.07526 0.21323
H -4.46470 5.97216 -0.29208
H -3.31514 5.68824 1.02505
H -2.89734 5.36879 -0.67026
H -3.42413 3.44513 0.56324
C 1.35466 1.24082 2.74602
O -0.02377 1.14548 2.52426
H 1.51034 2.28258 2.46567
H 1.47134 1.14862 3.82582
H 2.07608 0.53879 2.32792
H 0.00723 1.06899 1.56781
C -2.61147 0.51259 0.78320
O -2.49109 1.77432 1.34862
H -1.71367 0.09242 0.32987
H -2.97849 -0.25851 1.46055
H -3.36205 0.47473 -0.00628
H -1.80247 1.67299 2.00977
*
```


(5)
The following is a quantum chemistry calculation of a cluster of 5 separate species, C8H27O5 in total, from OMol25.

- frontier orbital gap (eV) = 10.509
- ΔE to the lowest compared entry with this formula, charge and spin (eV) = 5.5198
- total energy (eV) = -18959.45359

ORCA input file:
```
! wB97M-V def2-TZVPD RIJCOSX def2/J DEFGRID3
* xyz 1 1
O -0.88649 -0.94590 -0.58093
H -1.68594 -1.17434 0.07059
H -0.20764 -1.13543 -0.03131
H -1.07978 0.04640 -0.87425
C 1.32546 -3.20363 -0.39874
C 1.78913 -2.85588 0.99979
O 0.85583 -1.82655 1.49011
H 2.00352 -4.00895 -0.68971
H 1.49106 -2.61623 -1.29152
H 0.24439 -3.60635 -0.51200
H 2.83764 -2.42744 0.77434
H 1.60366 -3.67075 1.74930
H 1.08743 -1.70256 2.43513
C -0.90753 1.88951 -2.84423
C -2.08526 2.23181 -2.01589
O -2.29842 1.44071 -0.85453
H -0.73057 0.79203 -3.31136
H -0.19200 2.30609 -2.04070
H -0.59778 2.55507 -3.68426
H -3.06172 2.14721 -2.67440
H -2.30114 3.33799 -1.61878
H -2.98831 1.77497 -0.18522
C 3.45093 1.59309 -0.84150
C 2.59897 0.50297 -0.49320
O 1.31929 0.94295 -0.23621
H 3.71641 2.31718 0.03513
H 3.18586 2.12513 -1.60836
H 4.43427 1.25445 -1.00799
H 2.81509 0.05774 0.56755
H 2.73235 -0.37808 -1.08361
H 1.40437 1.50097 0.44105
C -1.29408 0.37826 2.65379
C -2.75379 0.11708 2.15398
O -2.80858 -0.93062 1.32587
H -0.63505 0.90762 2.12411
H -0.81253 -0.60428 2.87784
H -1.18191 1.01305 3.61940
H -3.30231 0.82270 1.54516
H -3.38203 0.04985 2.98412
H -3.70280 -1.01782 1.03142
*
```